Record 1
Here is a molecular structure, C34H24Cl2N2O3STi from the Open Molecules 2025 dataset. Energies are from the ωB97M-V functional and the def2-TZVPD basis.

```
67
Properties=species:S:1:pos:R:3:forces:R:3:mulliken_charge:R:1
Ti -0.4345 -0.7516 0.5986 -0.23 0.14 0.57 -0.978
H 2.9691 0.3767 -1.1039 0.01 0.01 0.00 0.378
C -1.7589 0.8201 1.7939 0.04 0.01 -0.04 -0.540
C 3.5819 -0.6250 2.2491 -0.03 -0.02 0.00 -0.413
H -5.4387 -2.9959 -0.2067 0.00 0.00 0.00 0.451
H 0.5395 2.1422 -0.1970 0.02 0.00 0.02 0.794
C -0.0182 1.6521 0.5800 -0.03 -0.01 -0.07 -0.842
O -1.6027 -1.8625 1.9234 0.07 -0.06 -0.16 0.375
C 2.0896 -1.3743 3.9875 0.00 0.01 0.00 -0.431
H 2.1097 3.6192 -3.7829 0.01 0.00 0.00 0.414
C 4.4554 -0.1406 3.2044 0.01 0.01 0.01 -0.611
C 0.9817 0.4600 -1.8684 0.02 0.04 -0.06 -0.871
C -4.4892 -3.7389 2.9560 0.02 -0.01 0.03 -0.530
C -0.7876 -4.2452 0.3530 -0.08 -0.01 -0.04 -0.904
C -1.0685 -5.1918 -0.5585 0.00 0.03 0.04 -0.630
H -0.9155 0.7350 -2.8018 0.00 0.00 0.00 0.462
H -0.4908 0.0544 3.4495 0.00 0.02 0.02 0.601
H -2.0932 1.7257 -0.2068 0.00 0.00 0.00 0.435
C 0.3391 -2.9138 -1.4261 -0.01 0.01 -0.02 0.688
C 4.1542 -0.2799 4.5556 0.02 0.00 -0.05 0.219
H 1.1657 -1.8569 4.2806 0.00 0.00 0.01 0.676
C -3.1536 -1.7444 -0.4925 -0.05 0.00 -0.04 -0.491
H 1.5438 1.1317 2.0658 0.01 -0.01 -0.02 0.709
C -1.4162 1.4549 0.5884 -0.03 -0.01 -0.04 -0.501
H -0.7328 -5.9338 -2.5900 0.00 0.00 0.00 0.405
H -4.8425 -4.2688 3.8302 -0.01 0.00 -0.01 0.471
C 7.7368 -0.4800 6.6025 -0.02 -0.03 0.01 -1.101
N 0.5507 -0.6853 -1.1245 0.21 0.08 -0.18 1.872
H -2.7455 0.4926 2.0794 0.00 0.01 0.02 0.661
H 0.5308 -3.9352 -3.3239 -0.01 -0.04 -0.01 0.464
C 2.6914 2.0526 -2.4342 0.01 0.04 -0.03 -0.706
H 3.7076 2.4121 -2.3329 0.00 -0.01 0.01 0.390
H 8.7175 -0.6123 6.1506 0.00 0.00 0.00 0.313
H 5.3779 0.3388 2.9066 -0.01 0.00 0.00 0.447
H 7.6086 -1.2341 7.3805 0.00 0.00 0.01 0.283
C 1.7963 2.7304 -3.2512 -0.02 -0.03 0.01 -0.398
C -2.7494 -2.4145 1.8603 0.03 0.07 0.02 -0.794
Cl -6.8273 -4.4839 1.8015 -0.01 -0.01 0.00 -0.230
Cl -2.2869 -3.2026 4.4076 -0.01 0.00 0.00 -0.225
H -1.6433 -6.0596 -0.2612 0.00 -0.01 -0.03 0.464
H -0.1981 2.7739 -4.0379 -0.01 -0.01 0.00 0.372
C -0.5475 -5.1132 -1.9091 -0.01 -0.02 -0.01 -0.542
C 0.0928 1.1196 -2.7066 -0.01 -0.04 0.02 0.111
C 0.8949 -2.5631 0.9370 0.11 -0.15 -0.25 -1.118
C -4.8363 -3.0296 0.6926 -0.02 -0.01 0.01 -1.165
C -3.5814 -2.3875 0.7093 0.02 0.00 -0.02 1.557
C 0.0248 -3.0855 -0.0057 0.14 -0.24 0.10 1.939
N 0.6763 -1.7709 -1.9385 -0.04 0.01 0.04 -1.160
C 0.5086 1.1194 1.7683 -0.01 -0.07 -0.04 -0.502
H 3.8125 -0.5271 1.1962 0.01 0.00 0.00 0.463
H 7.6557 0.5054 7.0581 -0.01 0.00 0.00 0.357
C 0.1530 -4.0412 -2.3154 0.03 0.08 0.00 -0.791
C 1.4525 -1.7230 1.6490 -0.28 0.16 0.12 1.221
C -5.2828 -3.6905 1.7981 0.02 0.02 -0.02 0.109
C 2.3901 -1.2427 2.6332 0.12 -0.04 -0.09 -0.653
H -3.8492 -1.8083 -1.3413 0.00 0.01 0.01 0.266
C 2.9752 -0.9028 4.9433 -0.01 0.00 0.01 -0.738
C 0.4984 2.2552 -3.3913 0.02 0.03 -0.01 -0.867
C 6.6782 -0.7054 5.5536 0.09 0.12 -0.09 0.765
C 2.2866 0.9165 -1.7490 -0.02 -0.05 0.04 0.007
H -1.0882 -4.3683 1.3852 0.02 0.04 0.01 0.509
H 2.7521 -1.0191 5.9958 0.00 0.00 0.00 0.441
O -2.1016 -1.1263 -0.6858 0.07 -0.02 0.12 -0.447
S 5.2490 0.3532 5.7929 -0.03 -0.04 0.05 -0.234
C -3.2689 -3.1241 2.9854 -0.02 0.01 -0.01 0.426
C -0.5678 0.5892 2.5164 -0.05 0.03 -0.01 -0.584
O 6.7804 -1.4868 4.6516 -0.03 -0.06 0.05 -0.517
```
Positions in Å, forces in eV/Å.

Output
2S+1: 1
Strongest force on any atom: 0.63 eV/Å
Energy relative to the best compared isomer or geometry (same formula, charge and spin): 42.2 kJ/mol
E_tot: -3813.30627 a.u.
E_LUMO: -0.633 eV

=====

Record 2
Here is a molecular structure, C34H25GeI2NOTl from the Open Molecules 2025 dataset. Energies are from the ωB97M-V functional and the def2-TZVPD basis.

```
65
Properties=species:S:1:pos:R:3:forces:R:3:mulliken_charge:R:1
C -4.2675 -3.3220 -3.3368 -0.02 0.03 -0.02 -0.592
C 2.7577 -0.9108 0.6899 -0.01 0.00 0.00 -0.110
C 1.1533 0.7950 4.8993 0.01 0.07 -0.03 0.050
C 0.2694 4.2336 0.4435 0.02 0.02 -0.01 -0.603
H 2.9425 1.9231 -3.7646 0.00 0.00 0.00 0.376
C -2.3715 -3.1389 -1.9021 -0.04 -0.03 -0.02 -0.149
C 3.3914 -2.6784 2.7200 0.00 0.00 -0.01 -0.637
H 0.8432 -2.4173 -2.6990 0.00 0.00 0.01 0.293
C -4.3295 -1.9115 -3.4085 -0.04 -0.02 -0.03 0.959
C -4.3011 0.8969 -3.3972 -0.04 -0.05 -0.04 -0.736
O -2.4304 0.8807 -1.9574 -0.05 0.02 -0.07 -0.604
C 0.8819 1.0750 6.2328 0.01 -0.01 -0.01 -0.666
C -5.2637 0.1943 -4.1285 0.04 0.02 0.03 -0.395
C 2.0260 -0.8537 1.8786 0.07 -0.04 -0.01 -0.035
C 2.4790 0.9706 -3.5353 -0.01 -0.01 0.00 -0.664
C -1.1859 0.7913 4.4146 0.01 -0.06 0.02 -0.549
H -2.0047 0.6605 3.7153 0.02 0.00 -0.01 0.228
H 3.8609 -0.1685 -4.7224 0.00 0.00 0.00 0.360
I -4.3273 2.9763 -3.4122 0.01 0.05 0.00 0.004
C 1.3727 0.9246 -2.6952 0.02 -0.03 -0.03 -0.096
C 0.1274 0.6469 3.9657 -0.04 0.00 0.09 -0.036
C -3.3038 -3.9345 -2.5888 0.04 0.00 0.03 -1.013
C -3.3052 0.2653 -2.6386 0.00 -0.02 0.00 0.653
C 0.9996 2.0918 1.3302 0.03 0.05 -0.12 0.062
C 2.3950 -1.4156 -3.7692 -0.01 0.00 0.00 -0.632
C 1.5833 4.5758 0.1464 -0.02 -0.01 0.00 -0.421
H 2.5212 -0.2414 -0.1308 0.00 0.04 0.01 0.536
C 2.3597 -1.7631 2.8839 -0.01 0.01 0.00 -0.280
H 1.6966 1.1828 6.9397 0.00 0.00 0.00 0.374
C 3.7851 -1.8300 0.5130 -0.02 0.02 0.00 -0.908
H 2.1865 0.6969 4.5824 0.00 -0.01 -0.01 0.387
C -3.3507 -1.1951 -2.6797 0.08 -0.01 0.05 0.372
H -1.9758 0.0194 1.4318 -0.01 -0.15 0.12 0.241
H 3.6322 3.9426 0.2152 0.00 0.00 0.00 0.395
H 3.1277 1.7848 1.2666 0.00 -0.04 -0.02 0.375
H -0.6463 1.4390 7.6977 0.00 0.00 0.00 0.357
C -5.2918 -1.1756 -4.1436 0.04 0.00 0.04 -0.343
I -6.7773 -2.1321 -5.2599 -0.03 -0.02 -0.03 0.001
C -0.4311 1.2198 6.6587 -0.02 0.00 -0.01 -0.387
C 1.2894 -1.4543 -2.9269 0.01 0.02 -0.05 -0.109
H 4.9124 -3.4293 1.4008 0.00 0.00 0.00 0.367
H -3.2501 -5.0124 -2.5173 0.00 0.00 0.00 0.376
C 2.9948 -0.2013 -4.0724 0.00 0.01 0.00 -0.401
Tl -0.7440 -0.3209 -0.8240 0.15 -0.08 0.36 1.878
C -0.0126 3.0051 1.0226 0.01 -0.03 -0.06 -0.289
C 2.3117 2.4600 1.0340 0.01 0.03 0.10 -0.209
C 4.1099 -2.7132 1.5324 0.00 0.00 0.00 -0.410
C 2.6042 3.6863 0.4448 0.00 -0.02 0.02 -0.677
H -1.5976 -3.5852 -1.2861 0.00 0.01 0.00 0.532
H -1.0482 2.7380 1.2124 0.00 -0.02 -0.01 0.340
H 0.9948 1.8526 -2.2775 0.00 -0.01 0.01 0.354
H -0.5369 4.9178 0.2073 0.00 0.00 0.00 0.382
H -2.4945 1.1880 6.0689 0.00 0.00 0.00 0.385
H 1.8068 5.5276 -0.3205 0.00 0.00 0.00 0.368
C -1.4663 1.0789 5.7445 0.02 0.00 0.01 -0.563
C 0.7580 -0.2883 -2.3778 0.06 0.04 -0.20 -0.055
Ge 0.4515 0.3201 2.0497 -0.13 -0.21 0.06 0.345
N -2.3991 -1.8322 -1.9595 -0.05 -0.01 -0.03 -0.384
H 2.7916 -2.3351 -4.1845 0.00 0.00 0.00 0.379
H -4.9988 -3.9084 -3.8776 0.00 0.00 0.00 0.155
C -1.0532 -0.5486 1.2393 -0.10 0.44 -0.14 -1.438
H 1.7961 -1.7687 3.8107 0.00 0.02 0.00 0.376
H 4.3233 -1.8554 -0.4273 0.01 0.00 0.00 0.426
H -6.0009 0.7529 -4.6895 0.00 0.01 0.00 0.319
H 3.6290 -3.3724 3.5180 0.00 0.00 0.00 0.385
```
Positions in Å, forces in eV/Å.

Output
2S+1: 1
Charge: -1
Strongest force on any atom: 0.47 eV/Å
Energy relative to the best compared isomer or geometry (same formula, charge and spin): 0.0 kJ/mol
E_tot: -4285.40445 a.u.
E_LUMO: 2.035 eV

=====

Record 3
Here is a molecular structure, C34H25IrN4O7 from the Open Molecules 2025 dataset. Energies are from the ωB97M-V functional and the def2-TZVPD basis.

```
71
Properties=species:S:1:pos:R:3:forces:R:3:mulliken_charge:R:1
H -4.3872 2.6144 -2.4033 -0.04 -0.09 -0.01 0.433
H -1.5307 5.6649 -1.5686 0.06 0.04 0.04 0.386
H -3.4204 -6.7267 -0.9196 0.04 -0.13 0.01 0.384
C 5.8225 2.5987 -1.5416 0.07 0.06 -0.09 -0.870
H 0.4654 2.1345 7.8402 -0.21 -0.15 -0.19 0.243
C -0.8568 -0.4133 1.9330 0.17 -0.72 0.53 0.850
H 2.3413 3.7193 -2.7577 -0.05 0.03 -0.05 0.445
C -0.7930 3.6618 -1.5017 0.02 -0.69 0.05 -0.150
H 6.7885 2.2918 -1.1667 0.12 -0.05 -0.02 0.389
C -0.4507 -0.0805 6.1319 -0.09 0.35 -0.44 0.973
N 0.9761 -4.5967 -1.5779 -0.58 0.32 0.06 -0.091
O 1.4268 -0.2882 0.0578 0.24 -0.23 -0.22 -0.557
C -2.4092 1.9100 -1.9693 0.58 -0.20 -0.02 0.615
C 2.1249 -3.9529 -1.9321 0.36 0.61 -0.23 -0.831
C 4.4280 4.1839 -2.6771 -0.18 -0.10 0.05 -0.650
C -1.3941 -4.0108 -1.2167 -0.85 0.36 0.34 0.380
C -0.3287 -1.3249 5.5605 -0.02 0.19 0.29 -0.994
H -4.4281 -2.5902 -0.6193 -0.05 0.12 0.05 0.435
H 6.5443 4.4192 -2.3797 0.07 0.01 -0.03 0.390
C -0.4755 1.6768 7.4862 0.17 0.76 0.97 -0.231
C -1.0781 2.2928 -1.6627 -1.47 1.58 -0.68 0.367
H 5.8310 0.1975 -0.3324 0.10 -0.07 -0.03 0.392
H -4.6232 0.3817 -1.6488 0.03 0.02 -0.03 0.406
O -0.6263 -1.5452 1.4275 0.14 -0.76 -0.99 -0.938
C 3.7453 -0.1736 -0.2330 0.72 0.09 0.60 -0.710
C 3.3205 3.4080 -2.4286 0.08 0.10 -0.19 -0.515
C -0.4942 -1.4038 4.1824 -0.04 0.10 -0.25 -0.497
N -0.0731 1.3727 -1.5642 2.51 -2.99 -0.27 -0.349
C -1.7669 4.6168 -1.6811 -0.27 0.22 -0.09 -0.972
C -3.7024 -3.3741 -0.7700 0.26 0.23 -0.08 -0.281
H -1.0980 -6.1395 -1.3562 0.07 -0.10 0.01 0.315
O -1.1012 0.5837 1.2224 0.14 0.04 -2.11 -0.833
H -1.2858 1.9447 8.1822 0.12 -0.12 -0.24 0.232
H 2.4100 -1.8136 -2.3629 0.16 0.12 0.04 0.651
H -0.1053 -2.1958 6.1532 0.02 -0.11 0.10 0.428
H 4.3247 5.1142 -3.2170 -0.03 0.06 -0.01 0.405
O -2.6143 0.5848 -2.1270 0.16 0.60 -0.12 -0.255
N 0.4693 -2.4772 -1.8028 -1.01 1.31 1.17 -0.197
C 3.4354 2.1995 -1.7278 0.36 0.14 0.11 0.809
H 3.0531 -4.4714 -2.0465 0.20 -0.04 -0.08 0.464
H -3.8155 -0.9588 -2.4955 -0.05 0.07 0.02 0.161
H -3.8169 4.9848 -2.1705 -0.12 0.02 0.00 0.397
H -1.1103 1.8500 3.3966 -0.02 0.13 -0.04 0.500
C 2.2765 1.4352 -1.3548 0.50 -2.28 0.41 0.322
C -0.7294 1.0547 5.3644 0.11 -0.51 0.22 0.913
C -0.7757 -0.2793 3.4172 0.06 -0.10 0.03 -0.090
O -2.1240 -1.7213 -1.1398 -0.50 1.63 0.01 -0.868
H -4.2534 0.5075 -3.3981 0.01 0.10 0.04 0.407
H -0.3886 -2.3501 3.6756 0.00 -0.07 -0.03 0.488
C 5.6847 3.7859 -2.2158 0.22 -0.03 0.06 -0.581
H -5.0982 -4.9548 -0.5341 -0.10 -0.03 0.03 0.418
C 4.8436 0.5441 -0.6011 -0.68 -0.35 0.25 -0.850
N 1.1074 1.8390 -1.7871 -2.41 1.66 0.19 -0.378
H 3.8353 -1.0851 0.3367 0.02 -0.13 0.07 0.501
Ir -0.4087 -0.7053 -0.7219 1.43 0.21 2.81 2.735
C -0.9035 0.9854 4.0052 0.03 0.07 0.24 -1.046
C -3.3764 2.8889 -2.1448 -0.18 0.08 0.03 -0.625
C -1.8088 -5.3465 -1.1688 -0.16 0.07 0.01 -0.903
O -0.3285 0.2736 7.4483 -0.02 -0.48 -0.29 -0.485
C 4.7149 1.7732 -1.2978 -0.26 0.52 -0.28 0.674
H 0.2174 3.9329 -1.2336 -0.03 0.06 0.03 0.471
C -3.9077 0.1210 -2.4346 -0.28 -0.13 -0.12 -1.032
C -3.1206 -5.6910 -0.9346 0.08 -0.27 0.02 -0.815
O -0.7791 2.1499 6.1923 -0.14 0.00 -0.45 -0.486
H 0.8910 -5.5744 -1.3593 -0.08 0.10 -0.06 0.194
C -3.0578 4.2338 -2.0140 0.22 -0.14 0.07 -0.629
C -2.3645 -2.9729 -1.0290 0.25 -1.41 -0.09 0.550
C 2.4310 0.2940 -0.4841 -0.85 0.74 -0.84 0.190
C -0.0243 -3.6795 -1.5047 -0.01 -0.15 -0.10 0.461
C 1.7937 -2.6396 -2.0702 0.76 -0.29 -0.15 -0.413
C -4.0684 -4.6913 -0.7246 0.13 0.00 -0.05 -0.652
```
Positions in Å, forces in eV/Å.

Output
2S+1: 1
Strongest force on any atom: 3.92 eV/Å
Energy relative to the best compared isomer or geometry (same formula, charge and spin): 366.7 kJ/mol
E_tot: -2160.60428 a.u.
E_LUMO (alpha / beta): -1.100 / -1.153 eV

=====

E_tot of number 2 (C34H25GeI2NOTl)?
-4285.40445 a.u.

=====

The lowest E_tot belongs to which entry?
C34H25GeI2NOTl